Entry 1:
{
  "formula": "C12Cl5F5N2OS2V",
  "method": "ωB97M-V/def2-TZVPD",
  "e_above_lowest_kcal_mol": 2.4,
  "e_homo_ev": [-1.294, -0.755],
  "energy_ev": -141032.252,
  "total_charge": -2,
  "lumo_energy_ev": [3.8107, 3.8102],
  "spin_multiplicity": 2,
  "homo_lumo_gap_ha": [0.18760, 0.16776],
  "elements": ["V", "Cl", "Cl", "Cl", "Cl", "Cl", "S", "S", "F", "F", "F", "F", "F", "O", "N", "N", "C", "C", "C", "C", "C", "C", "C", "C", "C", "C", "C", "C"],
  "positions_angstrom": [[0.099235, 0.501528, 0.197136], [4.297923, -3.460858, 4.161912], [6.018119, -3.478714, 1.553176], [4.905255, -2.085977, -1.024436], [2.086210, -0.696152, -0.944253], [1.499784, -2.041771, 4.187851], [-1.531501, 1.737798, 1.624974], [0.973604, 2.704884, 0.518263], [-2.715977, 0.122859, -3.418199], [-0.122532, 0.578634, -2.891627], [-0.943144, -1.268696, -1.979241], [-2.446497, 1.887095, -2.208377], [-3.211100, 0.061310, -1.317335], [0.791844, -0.826495, 1.645142], [1.080774, 6.218274, 1.980144], [-2.615436, 4.815601, 3.643552], [-2.318028, 0.553678, -2.192829], [0.354341, 5.322058, 2.041541], [1.930492, -1.399433, 1.619001], [-1.717547, 4.541846, 2.970343], [2.464758, -2.056080, 2.762203], [2.750244, -1.442897, 0.460315], [-0.413728, 3.038156, 1.524554], [-0.585073, 4.264527, 2.159082], [3.699323, -2.681692, 2.736555], [-0.909299, 0.137018, -1.816211], [3.981004, -2.070593, 0.433794], [4.474726, -2.697170, 1.577037]],
  "forces_ev_per_angstrom": [[-0.740, 0.234, 0.425], [-0.001, -0.004, 0.017], [0.037, -0.019, 0.001], [0.025, 0.004, -0.052], [0.180, 0.070, -0.215], [-0.029, 0.003, 0.041], [0.020, -0.121, -0.064], [0.112, -0.017, -0.024], [0.014, -0.055, -0.079], [-0.072, -0.036, -0.035], [-0.088, 0.019, -0.076], [0.012, 0.064, 0.031], [-0.023, 0.002, 0.009], [-0.169, 0.253, -0.512], [0.010, 0.000, 0.004], [-0.008, 0.003, -0.008], [-0.163, 0.130, 0.083], [0.096, 0.113, -0.026], [0.225, -0.136, 0.065], [-0.095, 0.009, 0.088], [-0.037, 0.055, -0.116], [-0.096, -0.058, 0.116], [0.114, -0.100, -0.187], [-0.035, -0.101, -0.014], [0.045, -0.016, -0.035], [0.735, -0.305, 0.468], [-0.032, -0.017, 0.103], [-0.038, 0.026, -0.010]],
  "mulliken_spin": [1.038, 0.000, 0.000, 0.000, -0.001, 0.000, 0.002, -0.011, 0.000, 0.002, 0.003, 0.001, 0.000, -0.003, -0.001, -0.001, -0.005, 0.000, -0.019, -0.001, 0.004, 0.019, -0.007, -0.001, -0.001, -0.020, 0.001, 0.001]
}



Entry 2:
{
  "formula": "C11H18",
  "method": "ωB97M-V/def2-TZVPD",
  "e_above_lowest_kcal_mol": 72.5,
  "e_homo_ev": -9.116,
  "energy_ev": -11696.134,
  "lumo_energy_ev": 1.0173,
  "spin_multiplicity": 1,
  "homo_lumo_gap_ha": 0.37238,
  "elements": ["C", "C", "C", "C", "C", "C", "C", "C", "C", "C", "C", "H", "H", "H", "H", "H", "H", "H", "H", "H", "H", "H", "H", "H", "H", "H", "H", "H", "H"],
  "positions_angstrom": [[1.228704, -1.937820, 2.173090], [-0.844998, 0.150962, 0.031894], [0.714530, 0.305772, 2.508955], [1.599190, 0.659181, 1.488301], [-0.829276, 1.053567, -3.904592], [0.481694, -0.971778, 2.870136], [-0.389587, 0.850418, -2.379825], [2.411204, -0.256131, 0.933816], [2.285204, -1.595872, 1.295993], [-1.339230, 0.273212, -1.386190], [-1.839601, -0.340950, 1.025188], [3.084927, -2.352078, 1.013194], [-0.034900, 1.622633, -4.369157], [-1.145264, 0.158938, -4.421283], [0.144647, -0.389220, 0.016279], [0.200087, 1.173452, 2.935030], [-1.173907, -0.687848, 1.972264], [-0.316112, 1.172898, 0.292739], [-1.655786, 1.726659, -3.950782], [-2.465371, 0.549389, 1.291211], [-0.420782, 2.001389, -2.187779], [1.113719, -3.018194, 2.249082], [-0.295587, -1.209700, 3.627933], [-1.462663, -0.827162, -1.676070], [3.293878, 0.156516, 0.306431], [-2.272531, 0.728144, -1.310892], [0.752028, 0.534913, -2.259497], [1.715974, 1.681914, 1.277179], [-2.540189, -1.213205, 0.537354]],
  "forces_ev_per_angstrom": [[1.158, -0.861, -0.509], [3.795, 2.029, -0.756], [0.357, 2.777, -0.178], [-0.504, 0.015, 1.907], [0.516, -0.823, 1.692], [0.261, -1.804, 0.280], [1.517, 3.854, -1.099], [3.299, -0.272, -1.395], [0.220, -0.339, 0.410], [1.217, -3.925, -0.253], [-0.468, -1.406, 1.189], [-1.521, 0.906, 0.080], [0.354, -0.437, -0.490], [0.400, -0.348, -0.336], [-1.455, -0.433, -0.065], [-0.148, -0.603, 0.203], [-2.962, 0.604, -2.604], [-1.867, -1.329, -0.107], [-0.887, 0.412, 0.271], [0.063, -1.052, 0.082], [0.792, -1.660, 0.527], [-0.344, 0.257, 0.702], [0.853, -0.067, -0.603], [-0.537, 1.181, 0.073], [-1.633, -1.123, 0.819], [-1.766, 0.958, -0.638], [-2.582, 0.304, -0.266], [0.099, 1.157, -0.380], [1.774, 2.029, 1.442]],
  "mulliken_charge": [-0.319, 0.253, -0.056, -0.760, -1.254, -0.525, -0.333, -0.153, -0.426, -0.512, -0.811, 0.333, 0.364, 0.345, -0.136, 0.291, -0.068, 0.180, 0.330, 0.278, 0.178, 0.359, 0.536, 0.271, 0.265, 0.309, 0.235, 0.513, 0.313]
}



Entry 3:
{
  "formula": "C20H23F6GeIN3O6S2W",
  "method": "ωB97M-V/def2-TZVPD",
  "e_above_lowest_kcal_mol": 16.4,
  "e_homo_ev": [-11.957, -11.956],
  "energy_ev": -142273.894,
  "total_charge": 1,
  "lumo_energy_ev": [-5.8588, -5.8614],
  "spin_multiplicity": 1,
  "homo_lumo_gap_ha": [0.22409, 0.22397],
  "elements": ["W", "I", "Ge", "S", "S", "F", "F", "F", "F", "F", "F", "O", "O", "O", "O", "O", "O", "N", "N", "N", "C", "C", "C", "C", "C", "C", "C", "C", "C", "C", "C", "C", "C", "C", "C", "C", "C", "C", "C", "C", "H", "H", "H", "H", "H", "H", "H", "H", "H", "H", "H", "H", "H", "H", "H", "H", "H", "H", "H", "H", "H", "H", "H"],
  "positions_angstrom": [[0.064100, -0.254700, -0.147300], [2.176200, 0.598800, -1.591900], [2.704800, 1.060400, 2.104800], [1.551400, -3.208900, 0.977400], [-0.030200, -3.246000, -1.037100], [-0.420000, -5.194500, -2.800200], [-0.508100, -4.512300, 2.058200], [-1.663800, -5.291200, -1.039700], [-0.618100, -2.367300, 2.307900], [-2.050700, -3.803200, -2.555200], [0.739300, -3.522900, 3.514600], [-4.655600, 1.682400, 0.653600], [1.435500, -1.770400, 0.615800], [0.013100, 0.086200, 2.321500], [0.579300, -2.330400, -1.953000], [-0.921000, -2.507900, -0.134600], [2.773600, -3.585700, 1.555100], [1.006900, -4.081000, -0.201300], [-0.989300, 1.620900, -0.354500], [-1.971500, 2.461800, 4.347500], [-1.301300, 1.362400, -1.717000], [-0.097100, 1.412000, 5.281600], [-1.575600, 2.286500, -2.703500], [-1.810400, 0.433400, -4.231400], [-1.108500, -4.493300, -1.927100], [-0.982300, 1.620100, 4.091500], [-0.885700, 1.040600, 2.810900], [-2.851600, 2.309600, 2.151900], [-1.776000, 0.826000, 0.468200], [3.580900, 1.893400, 3.688800], [-1.197000, -0.036200, -1.945500], [-1.854100, 1.381500, 1.857100], [1.291700, -0.114700, 2.958400], [-1.482500, -0.479000, -3.228500], [1.719900, 2.600000, 1.261000], [-3.847200, 2.746200, 1.104100], [-1.837500, 1.794700, -3.976800], [4.099200, -0.079200, 1.252200], [-2.863200, 2.805200, 3.450400], [0.207000, -3.431900, 2.308400], [0.784100, 2.331700, 0.754300], [3.694500, -0.926000, 0.708000], [4.722000, 0.503100, 0.578900], [-2.061500, 2.482800, -4.775300], [1.491300, 3.312500, 2.052600], [-3.610900, 3.512400, 3.782100], [-2.767100, 0.545300, 0.067800], [-0.059300, 0.368900, 5.588200], [4.561000, 2.279600, 3.428300], [1.213400, 0.038600, 4.025700], [2.354700, 3.111600, 0.540600], [-2.032900, 0.067200, -5.222700], [-4.454900, 3.566100, 1.497800], [4.721600, -0.465100, 2.056100], [0.910700, 1.780800, 5.100600], [-3.302500, 3.104800, 0.224900], [-1.433800, -1.531200, -3.477200], [-1.582800, 3.342400, -2.483100], [3.722400, 1.176500, 4.493300], [2.998800, 2.725200, 4.075900], [-0.533400, 1.990100, 6.093000], [1.558800, -1.164000, 2.823200], [-5.346100, 1.515100, 1.305000]],
  "forces_ev_per_angstrom": [[-2.321, -1.141, -1.553], [-1.027, 0.202, 0.584], [0.513, 0.731, 1.180], [-1.314, -0.210, 0.693], [-0.053, -0.057, 0.265], [0.276, 0.191, 0.127], [0.228, -0.027, -0.101], [0.123, 0.087, 0.161], [0.373, -0.520, 0.288], [0.201, 0.174, 0.129], [0.334, -0.048, -0.213], [-0.299, -0.292, -0.119], [0.094, 1.281, 0.038], [-0.228, 0.047, -1.204], [0.186, 0.344, -1.040], [-1.085, 0.650, -0.180], [0.590, -0.305, -0.045], [0.175, -0.333, -0.354], [0.949, 0.058, 0.224], [-0.045, 0.205, 0.416], [0.339, -1.439, 0.138], [0.137, -0.078, 0.117], [0.058, -0.058, 0.044], [0.060, -0.455, 0.437], [-0.245, -0.328, -0.077], [0.432, -0.407, -0.193], [-1.149, 0.451, -0.537], [0.035, -0.169, 0.106], [0.076, 0.639, -0.174], [-0.118, -0.211, -0.402], [0.541, 1.524, 0.716], [0.563, -0.335, 0.508], [1.052, -0.064, -0.195], [0.231, -0.902, -0.206], [0.122, -0.659, -0.030], [0.253, 0.205, 0.205], [0.072, 0.279, 0.295], [-0.529, 0.284, 0.100], [-0.125, -0.033, -0.684], [-0.651, 0.414, 0.326], [0.395, 0.256, 0.183], [-0.029, 0.058, -0.041], [0.052, 0.108, -0.016], [-0.062, 0.097, -0.102], [-0.011, -0.122, 0.180], [-0.152, 0.101, -0.097], [0.714, -0.531, 0.122], [0.096, -0.093, 0.047], [0.160, 0.051, -0.104], [-0.074, 0.172, -0.073], [0.086, -0.088, -0.099], [-0.010, -0.049, -0.024], [0.096, 0.027, -0.079], [0.053, 0.056, 0.138], [0.128, -0.051, 0.062], [-0.127, 0.089, 0.089], [0.052, 0.048, -0.044], [-0.007, 0.108, 0.034], [0.005, -0.167, 0.060], [-0.150, 0.068, -0.009], [0.066, -0.051, -0.029], [-0.166, 0.274, 0.069], [0.056, -0.054, -0.056]],
  "mulliken_charge": [0.878, -0.095, 0.995, 1.199, 1.228, -0.183, -0.230, -0.164, -0.178, -0.174, -0.223, -0.510, -0.606, 0.126, -0.527, -0.730, -0.556, -0.768, -0.492, -0.545, 0.452, -1.479, -1.093, -0.809, 0.572, 0.316, -0.583, 0.691, -0.359, -1.446, 0.957, 1.158, -0.673, -0.552, -1.145, -0.721, -0.525, -1.223, -1.110, 0.773, 0.397, 0.263, 0.405, 0.450, 0.376, 0.403, 0.917, 0.377, 0.404, 0.538, 0.393, 0.457, 0.461, 0.411, 0.275, 0.197, 0.369, 0.546, 0.442, 0.401, 0.394, 0.151, 0.323]
}